[1]
The following is a DFT calculation (ωB97M-V/def2-TZVPD) of a 2-piece molecular cluster, C25H25N2O overall at a distorted geometry.

ΔE to the lowest compared entry with this formula, charge and spin	9.46	kcal per mole

The geometry in ORCA input format:
```
! RIJCOSX wB97M-V def2-TZVPD def2/J DEFGRID3
* xyz 1 1
C 5.99 -0.48 -2.45
O 5.20 0.44 -1.67
C 3.88 0.18 -1.45
C 3.16 1.18 -0.75
C 1.79 1.09 -0.65
C 1.09 -0.01 -1.20
C -0.35 -0.05 -1.20
C -1.16 -1.24 -1.23
C -2.52 -0.86 -1.50
C -3.50 -1.82 -1.74
C -3.14 -3.17 -1.65
C -1.83 -3.55 -1.31
C -0.84 -2.59 -1.08
C -2.57 0.59 -1.59
C -1.23 1.09 -1.39
C -0.99 2.45 -1.56
C -2.05 3.29 -1.89
C -3.35 2.79 -2.08
C -3.62 1.43 -1.92
C 1.84 -1.05 -1.81
C 3.22 -0.98 -1.92
H 6.98 0.00 -2.46
H 6.05 -1.46 -1.98
H 5.62 -0.57 -3.48
H 3.72 2.02 -0.35
H 1.24 1.86 -0.11
H -4.51 -1.49 -1.99
H -3.89 -3.94 -1.85
H -1.58 -4.60 -1.24
H 0.16 -2.87 -0.77
H 0.02 2.83 -1.46
H -1.87 4.36 -2.02
H -4.16 3.47 -2.36
H -4.61 1.00 -2.09
H 1.33 -1.91 -2.23
H 3.78 -1.78 -2.40
C -2.47 0.17 2.01
C -1.16 0.27 2.76
N -0.05 0.27 2.10
C 1.18 0.38 2.90
C 1.09 -0.08 4.34
C -0.15 0.47 5.02
N -1.28 0.35 4.10
H -3.31 0.03 2.69
H -2.62 1.07 1.41
H -2.42 -0.68 1.31
H 1.93 -0.21 2.36
H 1.53 1.43 2.91
H 1.06 -1.17 4.37
H 1.97 0.25 4.88
H -0.37 -0.09 5.93
H 0.01 1.52 5.28
H -2.21 0.35 4.47
*
```

Here are the Mulliken charges for atoms 1 to 6, given in e: number 1, C, carries -0.837; number 2, O, carries -0.396; number 3, C, carries 0.827; number 4, C, carries -1.194; number 5, C, carries -0.210; number 6, C, carries 0.520

---

[2]
The following is a DFT calculation (ωB97M-V/def2-TZVPD) of C14H17CuF6N4O5S2 as an isolated structure.

ΔE to the lowest compared entry with this formula, charge and spin	113.08	kcal per mole

The geometry in ORCA input format:
```
! RIJCOSX wB97M-V def2-TZVPD def2/J DEFGRID3
* xyz -1 2
Cu 0.70 -0.04 -0.43
C 5.90 6.24 -0.77
C 4.87 5.19 -1.09
C 4.96 4.46 -2.27
C 4.03 3.47 -2.57
C 2.99 3.21 -1.69
C 2.89 3.93 -0.51
C 3.82 4.92 -0.22
S 1.81 1.94 -2.16
O 3.25 -0.12 -0.30
O 1.04 2.58 -3.26
N 0.91 1.84 -0.77
C -0.37 2.54 -0.77
C -1.51 1.60 -0.38
O -2.64 2.04 -0.21
O -1.21 0.34 -0.26
H 6.06 6.92 -1.61
H 6.86 5.78 -0.53
H 5.59 6.84 0.09
H 5.77 4.65 -2.97
H 4.11 2.90 -3.49
H 2.10 3.69 0.18
H 3.74 5.48 0.70
H -0.60 2.93 -1.77
H -0.38 3.39 -0.08
N -2.27 -1.76 -1.74
N -2.06 -2.24 -0.45
C -0.81 -2.48 -0.02
N -0.70 -2.83 1.28
S 0.60 -2.40 -0.97
H -2.21 -0.74 -1.73
H -3.19 -2.06 -2.04
H -2.65 -1.81 0.26
H -1.48 -2.67 1.90
H 0.22 -2.77 1.68
C 3.04 1.51 2.03
C 2.83 0.00 2.01
O 2.35 -0.48 0.80
C 1.74 -0.37 3.04
F 1.65 -1.69 3.25
F 0.53 0.03 2.58
F 1.90 0.22 4.23
C 4.15 -0.72 2.35
F 4.35 -0.70 3.70
F 5.22 -0.14 1.81
F 4.15 -2.00 1.97
H 2.08 2.02 1.94
H 3.62 1.75 1.14
H 3.56 1.84 2.93
*
```

Here are the Mulliken charges for atoms 1 to 6, given in e: number 1, Cu, carries -0.469; number 2, C, carries -1.482; number 3, C, carries 0.944; number 4, C, carries -0.603; number 5, C, carries -0.989; number 6, C, carries 0.891

---

[3]
The following is a DFT calculation (ωB97M-V/def2-TZVPD) of a 2-piece molecular cluster, C4H11NO5P overall at a distorted geometry.

ΔE to the lowest compared entry with this formula, charge and spin	76.29	kcal per mole

The geometry in ORCA input format:
```
! RIJCOSX wB97M-V def2-TZVPD def2/J DEFGRID3
* xyz -1 1
C 2.83 -0.47 0.26
C 0.00 1.54 -0.48
C 1.38 -0.19 0.50
C -2.39 1.21 -0.03
N 0.78 -1.37 1.03
O -2.01 -1.00 -1.56
O -4.42 -0.74 -0.55
O -2.63 -1.13 1.11
O -2.28 1.58 1.24
O 0.80 0.42 -0.60
P -2.75 -0.54 -0.28
H 3.17 -1.53 0.12
H 3.25 -0.11 1.27
H 3.23 0.05 -0.59
H 0.19 2.14 0.33
H 0.07 2.05 -1.45
H 1.27 0.61 1.36
H -2.66 1.96 -0.73
H -4.52 -0.99 -1.42
H -0.17 -1.38 1.08
H 1.14 -2.19 0.56
H -2.39 0.78 1.67
*
```

Here are the Mulliken charges for atoms 1 to 6, given in e: number 1, C, carries -1.153; number 2, C, carries -0.693; number 3, C, carries 0.413; number 4, C, carries -0.294; number 5, N, carries -0.566; number 6, O, carries -0.757

---

[4]
The following is a DFT calculation (ωB97M-V/def2-TZVPD) of a single C3H4N2O2S molecule at a distorted geometry.

SMILES	O=[N+]([O-])[C@@H]1NC=CS1
ΔE to the lowest compared entry with this formula, charge and spin	112.36	kcal per mole

The geometry in ORCA input format:
```
! RIJCOSX wB97M-V def2-TZVPD def2/J DEFGRID3
* xyz 0 1
O 1.79 0.93 0.50
N 1.35 0.15 1.25
O 1.81 -0.14 2.32
C -0.12 -0.36 0.79
N 0.03 -0.85 -0.46
C -0.62 -0.14 -1.45
C -1.17 0.99 -0.99
S -1.23 0.97 0.80
H -0.38 -1.19 1.54
H 0.61 -1.75 -0.47
H -0.42 -0.42 -2.39
H -1.64 1.81 -1.45
*
```

Here are the Mulliken charges for atoms 1 to 6, given in e: number 1, O, carries -0.528; number 2, N, carries 0.902; number 3, O, carries -0.625; number 4, C, carries -0.153; number 5, N, carries -0.233; number 6, C, carries -0.571

---

[5]
The following is a DFT calculation (ωB97M-V/def2-TZVPD) of a 3-piece molecular cluster, C36H75BFO3 overall at a distorted geometry.

The geometry in ORCA input format:
```
! RIJCOSX wB97M-V def2-TZVPD def2/J DEFGRID3
* xyz -1 1
C 2.00 0.61 2.99
C 3.46 0.59 2.50
C 3.90 1.93 1.92
C 3.73 1.93 0.42
C 4.23 3.20 -0.22
C 4.09 3.22 -1.74
C 2.66 3.13 -2.23
C 1.87 4.38 -1.87
C 0.72 4.05 -0.92
C -0.34 5.14 -0.92
C -1.81 4.70 -0.78
C -2.06 3.33 -0.17
C -3.56 3.10 -0.09
C -4.05 1.74 0.48
C -3.11 1.07 1.47
C -2.02 0.20 0.85
C -2.57 -1.14 0.34
C -3.25 -1.09 -1.04
C -2.79 -2.15 -2.05
C -1.86 -1.59 -3.12
C -0.90 -2.66 -3.63
O -0.47 -2.39 -4.92
B 1.00 -2.10 -4.78
O 1.39 -3.03 -3.67
C 0.36 -2.99 -2.76
C 0.64 -2.08 -1.55
C 2.10 -1.79 -1.51
O 2.69 -0.90 -2.13
F 2.77 -2.63 -0.66
H 1.50 1.51 2.67
H 1.97 0.54 4.06
H 1.46 -0.23 2.59
H 3.53 -0.15 1.72
H 4.11 0.27 3.31
H 3.30 2.73 2.33
H 4.95 2.11 2.13
H 2.70 1.75 0.15
H 4.31 1.11 0.02
H 5.29 3.24 -0.02
H 3.80 4.09 0.24
H 4.68 2.39 -2.10
H 4.57 4.11 -2.14
H 2.20 2.25 -1.82
H 2.69 2.97 -3.29
H 1.43 4.74 -2.79
H 2.51 5.14 -1.46
H 0.34 3.09 -1.24
H 1.15 4.02 0.07
H -0.26 5.68 -1.86
H -0.14 5.86 -0.15
H -2.28 5.43 -0.12
H -2.36 4.76 -1.71
H -1.57 3.20 0.79
H -1.68 2.60 -0.86
H -4.04 3.94 0.38
H -3.89 3.12 -1.12
H -4.33 1.11 -0.35
H -4.97 1.95 1.01
H -2.72 1.81 2.15
H -3.70 0.41 2.09
H -1.47 0.67 0.05
H -1.29 -0.01 1.61
H -3.18 -1.62 1.09
H -1.70 -1.78 0.22
H -3.00 -0.12 -1.46
H -4.32 -1.11 -0.92
H -3.68 -2.50 -2.55
H -2.31 -2.98 -1.55
H -1.34 -0.72 -2.71
H -2.45 -1.22 -3.94
H -1.52 -3.56 -3.67
H 1.08 -0.94 -4.33
H 1.58 -2.31 -5.83
H 0.26 -4.00 -2.36
H 0.12 -1.14 -1.55
H 0.40 -2.61 -0.64
C -7.13 -1.84 2.51
C -7.34 -0.32 2.51
C -6.84 0.35 3.78
C -7.55 -0.07 5.07
C -9.06 0.14 5.07
C -9.47 1.60 4.92
H -7.70 -2.32 3.31
H -7.47 -2.27 1.56
H -6.08 -2.09 2.63
H -8.39 -0.10 2.34
H -6.79 0.10 1.66
H -6.93 1.44 3.66
H -5.77 0.15 3.89
H -7.12 0.48 5.90
H -7.34 -1.13 5.27
H -9.47 -0.25 6.01
H -9.53 -0.45 4.27
H -9.05 2.20 5.73
H -10.56 1.70 4.96
H -9.14 2.02 3.98
C 9.51 -4.80 -0.62
C 8.33 -4.05 -0.01
C 6.97 -4.54 -0.53
C 6.75 -4.35 -2.03
C 6.88 -2.91 -2.53
C 5.86 -1.97 -1.91
H 9.56 -4.66 -1.70
H 10.45 -4.44 -0.20
H 9.44 -5.87 -0.42
H 8.44 -2.98 -0.19
H 8.35 -4.18 1.07
H 6.18 -4.02 0.02
H 6.86 -5.60 -0.29
H 5.75 -4.72 -2.28
H 7.45 -4.99 -2.58
H 6.75 -2.91 -3.61
H 7.89 -2.54 -2.34
H 4.85 -2.30 -2.12
H 5.97 -0.96 -2.32
H 5.98 -1.89 -0.83
*
```

Here are the Mulliken charges for atoms 1 to 6, given in e: number 1, C, carries -1.188; number 2, C, carries -0.245; number 3, C, carries -1.133; number 4, C, carries 0.171; number 5, C, carries -0.779; number 6, C, carries -1.275

---

[6]
The following is a DFT calculation (ωB97M-V/def2-TZVPD) of a 2-piece molecular cluster, C14H17S overall at a distorted geometry.

The geometry in ORCA input format:
```
! RIJCOSX wB97M-V def2-TZVPD def2/J DEFGRID3
* xyz 1 1
C 2.06 1.58 1.38
C 0.94 0.60 1.39
C -0.34 0.85 1.75
C -1.20 -0.29 1.65
C -0.56 -1.39 1.21
S 1.11 -1.06 0.91
H 1.73 2.56 1.71
H 2.85 1.26 2.06
H 2.48 1.68 0.38
H -0.69 1.82 2.09
H -2.25 -0.27 1.89
H -1.02 -2.35 1.05
C 0.23 -4.58 3.38
C -0.68 -3.79 4.26
C -0.05 -2.66 4.99
C -2.06 -4.01 4.26
C -2.92 -3.44 5.26
C -4.27 -3.62 5.21
C -4.85 -4.35 4.17
C -4.05 -4.92 3.20
C -2.69 -4.78 3.24
H -0.16 -5.58 3.20
H 0.37 -4.08 2.43
H 1.20 -4.70 3.86
H -0.65 -2.31 5.83
H 0.92 -2.96 5.40
H 0.10 -1.82 4.32
H -2.49 -2.92 6.09
H -4.89 -3.20 5.98
H -5.92 -4.46 4.13
H -4.51 -5.47 2.39
H -2.09 -5.20 2.45
*
```

Here are the Mulliken charges for atoms 1 to 6, given in e: number 1, C, carries -1.127; number 2, C, carries 0.535; number 3, C, carries -0.437; number 4, C, carries -0.578; number 5, C, carries -0.543; number 6, S, carries -0.167

---

[7]
The following is a DFT calculation (ωB97M-V/def2-TZVPD) of C18H16N8S3SbSe3TeTi as an isolated structure at a distorted geometry.

ΔE to the lowest compared entry with this formula, charge and spin	69.99	kcal per mole

The geometry in ORCA input format:
```
! RIJCOSX wB97M-V def2-TZVPD def2/J DEFGRID3
* xyz -2 2
Ti 0.45 0.55 -0.25
N 3.69 -1.19 -2.53
C 3.00 -0.59 -1.54
N 1.72 -0.61 -1.46
C 0.95 -1.30 -2.43
N -0.35 -1.30 -2.37
N -0.84 -0.53 -1.38
C -2.16 -0.34 -1.13
C -2.44 0.67 -0.19
C -3.76 1.06 0.16
C -3.95 2.17 0.92
C -2.84 2.94 1.34
C -1.59 2.50 1.03
N -1.36 1.36 0.33
C 1.65 -2.00 -3.50
C 1.00 -2.73 -4.49
C 1.72 -3.34 -5.51
C 3.10 -3.25 -5.54
C 3.77 -2.54 -4.55
C 3.05 -1.93 -3.54
H 4.69 -1.14 -2.52
H 3.57 -0.06 -0.78
H -2.92 -0.83 -1.72
H -4.60 0.47 -0.20
H -4.96 2.48 1.19
H -2.96 3.87 1.87
H -0.71 3.05 1.34
H -0.08 -2.79 -4.45
H 1.20 -3.90 -6.28
H 3.67 -3.71 -6.35
H 4.85 -2.47 -4.55
S 0.50 5.28 -0.40
Sb 1.80 3.54 -1.19
S 2.04 2.01 0.77
S 0.24 1.99 -2.25
Se 2.04 -0.87 1.79
Se 2.53 -1.89 3.74
Te -0.35 -3.84 2.48
Se 0.15 -2.00 0.89
N -0.44 2.40 5.79
C -1.01 1.47 4.92
C -0.32 1.05 3.77
N -0.85 0.19 2.94
C -2.06 -0.28 3.22
C -2.75 0.18 4.32
N -2.23 1.06 5.18
H 0.57 2.43 5.80
H -0.89 2.46 6.68
H 0.67 1.44 3.54
H -2.47 -1.03 2.55
H -3.76 -0.18 4.54
*
```

Here are the Mulliken charges for atoms 1 to 6, given in e: number 1, Ti, carries 0.366; number 2, N, carries 0.075; number 3, C, carries -0.545; number 4, N, carries 0.287; number 5, C, carries -0.012; number 6, N, carries -1.436

---

[8]
The following is a DFT calculation (ωB97M-V/def2-TZVPD) of a single C22H27N3O5S molecule at a distorted geometry.

SMILES	COc1ccc(NC(=O)CN2CCc3ccccc3C2)cc1S(=O)(=O)N1CCOCC1
ΔE to the lowest compared entry with this formula, charge and spin	59.72	kcal per mole

The geometry in ORCA input format:
```
! RIJCOSX wB97M-V def2-TZVPD def2/J DEFGRID3
* xyz 0 1
C -4.75 -3.37 -0.99
O -4.38 -2.17 -0.34
C -3.07 -1.95 -0.09
C -2.02 -2.78 -0.47
C -0.71 -2.43 -0.18
C -0.41 -1.25 0.49
N 0.92 -0.95 0.75
C 1.47 0.22 1.16
O 0.87 1.24 1.40
C 2.99 0.10 1.30
N 3.54 -0.79 0.30
C 3.49 -0.24 -1.05
C 4.38 1.00 -1.23
C 5.71 0.85 -0.55
C 6.72 1.78 -0.79
C 7.94 1.68 -0.17
C 8.18 0.64 0.71
C 7.19 -0.29 0.96
C 5.95 -0.19 0.33
C 4.89 -1.23 0.59
C -1.46 -0.43 0.90
C -2.76 -0.78 0.61
S -4.11 0.25 1.15
O -5.06 -0.53 1.88
O -3.56 1.40 1.80
N -4.77 0.67 -0.34
C -4.28 1.92 -0.88
C -5.07 3.11 -0.32
O -6.46 2.94 -0.53
C -6.92 1.75 0.09
C -6.20 0.53 -0.48
H -4.44 -4.25 -0.41
H -4.33 -3.43 -2.00
H -5.84 -3.34 -1.05
H -2.21 -3.70 -1.00
H 0.09 -3.09 -0.48
H 1.61 -1.66 0.51
H 3.42 1.11 1.30
H 3.18 -0.33 2.29
H 3.82 -1.03 -1.73
H 2.46 0.01 -1.29
H 3.87 1.88 -0.82
H 4.52 1.19 -2.30
H 6.52 2.59 -1.48
H 8.71 2.41 -0.37
H 9.14 0.55 1.21
H 7.37 -1.10 1.65
H 5.09 -2.11 -0.04
H 4.94 -1.56 1.64
H -1.28 0.49 1.43
H -3.23 2.01 -0.61
H -4.38 1.88 -1.97
H -4.80 4.04 -0.84
H -4.85 3.20 0.75
H -7.99 1.71 -0.11
H -6.75 1.80 1.17
H -6.48 -0.37 0.07
H -6.43 0.40 -1.54
*
```

Here are the Mulliken charges for atoms 1 to 6, given in e: number 1, C, carries -1.003; number 2, O, carries -0.300; number 3, C, carries 0.675; number 4, C, carries -0.915; number 5, C, carries -0.939; number 6, C, carries 0.342

---

| no. | E_tot (eV) |
| --- | --- |
| 1 | -31351.9551 |
| 2 | -113606.1998 |
| 3 | -25343.1471 |
| 4 | -21081.9596 |
| 5 | -48087.7290 |
| 6 | -25621.5050 |
| 7 | -296341.8476 |
| 8 | -48794.6805 |